w.
Formula: C3H9NS2
Source: OMol25
Level of theory: wB97M-V/def2-TZVPD

Structure (ORCA input):
```
! wB97M-V def2-TZVPD RIJCOSX def2/J DEFGRID3
* xyz 0 1
C 0.054 0.537 0.256
C -1.525 0.290 0.486
C 0.840 -0.843 0.187
H 0.061 0.574 -1.520
H 1.319 1.666 -0.775
H 0.354 0.933 1.263
H -1.898 1.288 0.700
H -1.496 -0.100 1.577
H -2.803 0.087 -1.615
H 0.892 -1.126 1.260
H 0.437 -1.545 -0.462
H 3.370 -1.796 0.451
N 0.297 1.388 -0.765
S -2.566 -0.827 -0.559
S 2.663 -0.526 -0.482
*
```

Computed properties:
HOMO-LUMO gap = 0.3404 Ha
highest occupied orbital energy = -0.3364 Ha

=====

x.
Formula: C3H9NS2
Source: OMol25
Level of theory: wB97M-V/def2-TZVPD

Structure (ORCA input):
```
! wB97M-V def2-TZVPD RIJCOSX def2/J DEFGRID3
* xyz 0 1
C -0.595 0.178 -2.370
N 0.319 0.062 -1.222
C -0.260 0.563 0.001
C 0.641 0.279 1.204
S 0.672 -1.592 1.437
S 0.896 -1.595 3.536
H -1.224 1.070 -2.323
H 0.031 0.130 -3.260
H -1.366 -0.606 -2.397
H 0.833 -0.784 -1.392
H -1.263 0.135 0.098
H -0.414 1.655 -0.046
H 1.639 0.574 0.888
H 0.331 0.795 2.104
H -0.240 -0.865 3.742
*
```

Computed properties:
HOMO-LUMO gap = 0.3357 Ha
SMILES string = CNCCSS
highest occupied orbital energy = -0.3182 Ha

=====

Which of them is most stable? Easy: x.

=====

w.
Formula: C4H12N2O2
Source: OMol25
Level of theory: wB97M-V/def2-TZVPD

Structure (ORCA input):
```
! wB97M-V def2-TZVPD RIJCOSX def2/J DEFGRID3
* xyz 0 1
C -0.842 -0.883 -1.615
C -1.143 -0.189 -0.303
N -1.958 0.973 -0.481
O -1.755 -1.133 0.548
H -0.341 -0.209 -2.314
H -1.763 -1.241 -2.090
H -0.204 -1.752 -1.437
H 0.029 0.394 -0.058
H -2.146 1.411 0.415
H -2.855 0.714 -0.887
H -1.801 -0.750 1.437
C 2.577 0.291 -0.128
N 1.513 0.921 0.641
C 0.751 0.069 1.321
O 0.024 0.583 2.344
H 2.646 -0.806 -0.108
H 3.582 0.629 0.134
H 2.508 0.487 -1.206
H 0.871 -1.019 1.367
H 0.308 1.510 2.421
*
```

Computed properties:
HOMO-LUMO gap = 0.3374 Ha
SMILES string = C[C@@H](N)O.C/N=C/O
highest occupied orbital energy = -0.3085 Ha

=====

x.
Formula: C4H12N2O2
Source: OMol25
Level of theory: wB97M-V/def2-TZVPD

Structure (ORCA input):
```
! wB97M-V def2-TZVPD RIJCOSX def2/J DEFGRID3
* xyz 0 1
C 0.019 1.686 -1.791
N 0.988 1.793 -0.709
C 1.037 0.586 0.196
C -0.345 0.021 0.415
O -1.206 0.729 0.935
N -0.718 -1.184 -0.078
C 0.026 -2.253 -0.702
H 0.150 0.747 -2.324
H 0.234 2.478 -2.519
H -1.034 1.833 -1.549
H 0.746 2.543 -0.063
H 1.714 -0.128 -0.273
H 1.503 0.938 1.108
H -1.702 -1.340 0.050
H 0.113 -3.130 -0.061
H -0.437 -2.518 -1.652
H 1.030 -1.907 -0.928
O -0.399 -0.564 3.427
H -1.247 -0.717 2.967
H -0.472 0.387 3.551
*
```

Computed properties:
HOMO-LUMO gap = 0.3637 Ha
SMILES string = CNCC(=O)NC.O
highest occupied orbital energy = -0.3334 Ha

=====

y.
Formula: C4H12N2O2
Source: OMol25
Level of theory: wB97M-V/def2-TZVPD

Structure (ORCA input):
```
! wB97M-V def2-TZVPD RIJCOSX def2/J DEFGRID3
* xyz 0 1
C 1.160 0.754 -1.385
N 0.602 -0.377 -0.673
C 1.870 -1.039 0.353
C -0.400 -0.163 0.245
C -0.297 0.836 1.380
O -0.963 -1.328 0.705
O -1.495 0.511 -0.931
N -2.827 0.227 -0.746
H 1.507 1.558 -0.725
H 1.994 0.396 -1.989
H 0.398 1.143 -2.056
H 2.467 -0.224 0.764
H 2.417 -1.632 -0.374
H 1.460 -1.667 1.137
H 0.245 1.731 1.086
H -1.304 1.130 1.669
H 0.195 0.379 2.234
H -0.928 -1.965 -0.024
H -3.128 0.507 0.188
H -2.973 -0.778 -0.856
*
```

Computed properties:
HOMO-LUMO gap = 0.3344 Ha
SMILES string = CN(C)[C@](C)(O)ON
highest occupied orbital energy = -0.3031 Ha

=====

z.
Formula: C4H12N2O2
Source: OMol25
Level of theory: wB97M-V/def2-TZVPD

Structure (ORCA input):
```
! wB97M-V def2-TZVPD RIJCOSX def2/J DEFGRID3
* xyz 0 1
C -0.618 -1.412 -1.530
N -1.431 -1.356 -0.356
N -1.221 0.192 0.406
H -2.407 -1.215 -0.602
H -1.635 0.953 -0.134
H -1.748 0.052 1.263
H 0.006 -2.306 -1.509
H 0.100 -0.496 -1.474
H -1.173 -1.338 -2.467
C 0.958 -0.585 1.328
C 0.192 0.582 0.729
C 0.689 1.068 -0.579
O 0.064 1.548 1.826
O 2.057 1.458 -0.513
H 0.145 2.422 1.422
H 2.495 1.107 -1.292
H 0.054 1.889 -0.961
H 0.519 -0.885 2.281
H 0.981 -1.441 0.658
H 1.975 -0.239 1.504
*
```

Computed properties:
HOMO-LUMO gap = 0.2568 Ha
highest occupied orbital energy = -0.2339 Ha

=====

Which of them is most stable? Easy: x.

=====

w.
Formula: C4H12N2O2
Source: OMol25
Level of theory: wB97M-V/def2-TZVPD

Structure (ORCA input):
```
! wB97M-V def2-TZVPD RIJCOSX def2/J DEFGRID3
* xyz 0 1
C -2.871 -0.345 0.716
N -1.742 0.345 0.119
C -0.483 -0.326 0.341
N -0.118 -0.203 1.735
C 0.558 0.309 -0.610
O 0.270 0.082 -1.951
O 1.806 -0.336 -0.347
C 2.941 0.413 -0.738
H -2.690 -0.424 1.786
H -3.772 0.240 0.539
H -3.022 -1.358 0.315
H -1.882 0.461 -0.881
H -0.526 -1.413 0.116
H -0.155 0.775 2.004
H 0.830 -0.539 1.863
H 0.610 1.397 -0.459
H 0.533 -0.876 -2.047
H 2.926 0.588 -1.819
H 2.972 1.380 -0.227
H 3.815 -0.172 -0.457
*
```

Computed properties:
HOMO-LUMO gap = 0.3659 Ha
SMILES string = CN[C@H](N)[C@H](O)OC
highest occupied orbital energy = -0.3322 Ha

=====

x.
Formula: C4H12N2O2
Source: OMol25
Level of theory: wB97M-V/def2-TZVPD

Structure (ORCA input):
```
! wB97M-V def2-TZVPD RIJCOSX def2/J DEFGRID3
* xyz 0 1
C -1.897 -0.848 0.731
C -0.895 -0.015 -0.058
C 0.309 -0.871 -0.458
N 1.311 -0.070 -1.161
N 2.656 -0.486 -1.003
C -0.390 1.258 0.829
O -0.654 2.414 0.082
O 0.946 1.224 1.134
H -2.189 -1.729 0.158
H -1.460 -1.184 1.670
H -2.796 -0.274 0.951
H -1.365 0.362 -0.973
H 0.773 -1.244 0.463
H -0.026 -1.739 -1.041
H 1.107 -0.012 -2.153
H 2.956 -0.248 -0.058
H 2.767 -1.499 -1.125
H -0.939 1.248 1.779
H -1.629 2.364 -0.053
H 1.415 1.348 0.288
*
```

Computed properties:
HOMO-LUMO gap = 0.3656 Ha
SMILES string = C[C@H](CNN)C(O)O
highest occupied orbital energy = -0.3325 Ha

=====

y.
Formula: C4H12N2O2
Source: OMol25
Level of theory: wB97M-V/def2-TZVPD

Structure (ORCA input):
```
! wB97M-V def2-TZVPD RIJCOSX def2/J DEFGRID3
* xyz 0 1
C 0.900 -0.272 0.735
C -1.633 -0.245 0.291
C 0.278 0.200 -0.431
C -2.565 -0.082 -0.877
N 2.377 0.547 -0.499
N 3.399 -0.381 -0.770
O 0.780 0.324 1.927
O -1.732 0.835 1.232
H -0.061 0.836 1.923
H -2.589 0.832 1.680
H 2.712 1.156 0.246
H 1.205 -1.315 0.798
H -1.735 -1.209 0.799
H 3.538 -1.073 -0.032
H 3.186 -0.861 -1.637
H 0.015 1.246 -0.502
H 0.347 -0.418 -1.314
H -2.469 -0.933 -1.555
H -3.621 -0.016 -0.576
H -2.334 0.828 -1.439
*
```

Computed properties:
HOMO-LUMO gap (alpha / beta) = 0.2749 / 0.2749 Ha
highest occupied orbital energy (alpha / beta) = -0.2469 / -0.2469 Ha

=====

Which of them is most stable? Easy: w.

=====

w.
Formula: C4H12N2O2
Source: OMol25
Level of theory: wB97M-V/def2-TZVPD

Structure (ORCA input):
```
! wB97M-V def2-TZVPD RIJCOSX def2/J DEFGRID3
* xyz 0 1
C 1.218 0.334 -0.543
N 0.713 1.010 0.744
C 0.830 -0.185 1.441
O 1.854 -0.799 1.601
C -0.684 1.528 0.543
C -1.481 1.171 -0.719
N -1.857 -0.226 -0.776
H 0.629 -0.464 -0.961
H 2.253 0.051 -0.413
H 1.338 1.086 -1.331
H -0.002 -0.536 2.082
H -1.318 1.098 1.328
H -0.526 2.596 0.658
H -2.397 1.755 -0.753
H -0.782 1.494 -1.488
H -2.427 -0.435 -1.581
H -1.111 -0.895 -0.688
O 1.099 -2.753 -0.052
H 1.459 -2.173 0.647
H 1.193 -3.657 0.262
*
```

Computed properties:
HOMO-LUMO gap = 0.3810 Ha
SMILES string = CN(C=O)CCN.O
highest occupied orbital energy = -0.3480 Ha

=====

x.
Formula: C4H12N2O2
Source: OMol25
Level of theory: wB97M-V/def2-TZVPD

Structure (ORCA input):
```
! wB97M-V def2-TZVPD RIJCOSX def2/J DEFGRID3
* xyz 0 1
C -0.651 0.466 -2.038
N -0.122 -0.417 -0.914
C -0.732 -1.670 -0.585
O -1.908 -1.893 -0.801
C 1.186 -0.166 -0.190
C 1.276 1.164 0.521
N 1.138 0.849 1.972
H -1.486 -0.091 -2.526
H 0.086 0.451 -2.843
H -0.942 1.535 -1.799
H -0.083 -2.451 -0.104
H 1.361 -1.148 0.441
H 2.033 -0.193 -1.008
H 2.326 1.613 0.381
H 0.663 1.906 0.049
H 1.620 1.693 2.304
H 0.167 1.129 2.373
O -1.885 -0.835 1.895
H -1.483 -0.495 1.125
H -2.563 -1.446 1.746
*
```

Computed properties:
HOMO-LUMO gap = 0.3697 Ha
SMILES string = CN(C=O)CCN.O
highest occupied orbital energy = -0.3441 Ha

=====

Which of them is most stable? Easy: w.

=====

w.
Formula: C4H12N2O2
Source: OMol25
Level of theory: wB97M-V/def2-TZVPD

Structure (ORCA input):
```
! wB97M-V def2-TZVPD RIJCOSX def2/J DEFGRID3
* xyz 0 1
C -1.671 0.225 0.444
C -0.998 -0.936 1.166
O -1.499 -1.347 2.191
N 0.165 -1.467 0.673
C 0.473 -1.415 -0.754
C 1.344 -0.187 -1.094
N 2.609 -0.213 -0.452
H -2.708 -0.101 0.347
H -1.655 1.063 1.130
H -1.277 0.492 -0.527
H 0.395 -2.302 1.189
H 1.169 -2.237 -0.916
H -0.405 -1.681 -1.352
H 1.397 -0.174 -2.185
H 0.776 0.694 -0.835
H 2.557 -0.106 0.544
H 3.296 -0.867 -0.805
O -1.259 3.919 0.354
H -0.699 3.276 0.805
H -2.011 3.363 0.078
*
```

Computed properties:
HOMO-LUMO gap = 0.3675 Ha
SMILES string = CC(=O)NCCN.O
highest occupied orbital energy = -0.3433 Ha

=====

x.
Formula: C4H12N2O2
Source: OMol25
Level of theory: wB97M-V/def2-TZVPD

Structure (ORCA input):
```
! wB97M-V def2-TZVPD RIJCOSX def2/J DEFGRID3
* xyz 0 1
C -0.832 -1.403 -0.912
C 0.591 -0.984 -0.698
C 0.920 -0.865 0.803
N 0.880 0.358 -1.326
C -0.018 1.283 -1.728
N 0.534 2.221 -2.600
O -1.160 1.419 -1.333
H -1.057 -2.360 -0.440
H -1.534 -0.702 -0.484
H -1.095 -1.575 -1.950
H 1.324 -1.612 -1.164
H 0.529 -1.743 1.318
H 0.491 0.039 1.207
H 2.001 -0.781 0.966
H 1.818 0.429 -1.673
H -0.176 2.742 -3.093
H 1.248 1.879 -3.229
O -1.424 0.169 5.508
H -1.585 0.864 6.169
H -1.455 0.622 4.659
*
```

Computed properties:
HOMO-LUMO gap = 0.3797 Ha
SMILES string = CC(C)NC(N)=O.O
highest occupied orbital energy = -0.3533 Ha

=====

Which of them is most stable? Easy: x.

=====

w.
Formula: C4H8NOS
Source: OMol25
Level of theory: wB97M-V/def2-TZVPD

Structure (ORCA input):
```
! wB97M-V def2-TZVPD RIJCOSX def2/J DEFGRID3
* xyz -1 1
O -2.540 1.632 1.116
C -1.898 1.103 0.236
N -1.065 0.043 0.401
C -0.787 -0.799 -0.765
C 0.407 -0.354 -1.606
C 1.649 0.026 -0.805
S 1.938 -0.831 0.803
H -1.901 1.561 -0.771
H -0.246 0.047 1.027
H -0.659 -1.819 -0.424
H -1.700 -0.766 -1.363
H 0.559 -1.167 -2.323
H 0.140 0.461 -2.296
H 2.543 -0.121 -1.413
H 1.577 1.082 -0.534
*
```

Computed properties:
HOMO-LUMO gap = 0.2462 Ha
SMILES string = O=CNCCC[S-]
highest occupied orbital energy = -0.1045 Ha

=====

x.
Formula: C4H8NOS
Source: OMol25
Level of theory: wB97M-V/def2-TZVPD

Structure (ORCA input):
```
! wB97M-V def2-TZVPD RIJCOSX def2/J DEFGRID3
* xyz -1 1
C -1.518 -0.182 0.390
C -0.343 0.140 -0.532
C 0.369 1.373 -0.020
S -0.204 2.949 -0.710
N 0.643 -0.959 -0.736
C 1.234 -1.535 0.339
O 2.141 -2.350 0.204
H -2.228 -0.866 -0.077
H -1.255 -0.604 1.398
H -1.981 0.727 0.786
H -0.731 0.458 -1.591
H 1.449 1.450 -0.209
H 0.243 1.398 1.058
H 1.110 -0.888 -1.644
H 1.070 -1.111 1.345
*
```

Computed properties:
HOMO-LUMO gap = 0.2313 Ha
SMILES string = C[C@@H](C[S-])NC=O
highest occupied orbital energy = -0.0939 Ha

=====

Which of them is most stable? Easy: w.